Entry 1:
DFT (ωB97M-V with the def2-TZVPD basis set) results for a cluster of 12 separate species, C4H32NO12S in total.

The calculation puts the calculated total energy at -1527.56637 a.u. For the frontier orbital gap, the calculation gives 9.1 eV. As for the relative energy (zero: lowest compared OMol25 entry of this formula, charge and spin): 27.2 kJ/mol. As for the LUMO energy: 2.579 eV.

```
! RIJCOSX wB97M-V def2-TZVPD def2/J DEFGRID3
* xyz -1 1
C 0.11 0.24 0.16
N 0.46 1.48 -0.56
C -0.70 2.25 -0.96
O -1.58 2.52 0.11
C 1.12 -0.89 -0.14
C 2.26 -0.87 0.87
S 3.48 -2.19 0.53
H 0.09 0.43 1.24
H -0.88 -0.09 -0.14
H 1.08 2.05 0.00
H -0.40 3.23 -1.34
H -1.23 1.74 -1.77
H 1.47 -0.81 -1.17
H 0.59 -1.84 -0.05
H 1.85 -0.99 1.88
H 2.82 0.06 0.85
H 2.63 -3.23 0.60
H -0.69 -2.09 -3.67
H 0.66 -2.71 -4.03
O -0.27 -2.90 -4.04
H -2.47 -2.21 2.30
H -3.39 0.45 1.09
O -2.02 -1.44 1.93
H -1.74 -1.08 -1.98
H -0.61 -0.12 -2.48
O -1.30 -0.71 -2.80
H -1.66 0.12 2.80
H -1.16 1.57 2.52
O -1.24 0.90 3.21
H 3.32 2.53 1.38
H 3.17 2.53 -0.20
O 3.00 3.03 0.63
H -0.51 -3.74 -2.01
H -1.26 -3.03 -0.89
O -0.62 -3.77 -1.05
H -3.16 -2.24 -0.77
H -2.16 -1.56 0.89
O -2.37 -1.71 -0.60
H -0.35 -1.67 2.69
H 0.27 -0.58 3.52
O 0.45 -1.48 3.22
H 0.18 4.25 1.06
H 1.70 4.25 0.91
O 0.95 4.83 1.11
H 2.21 1.24 -1.60
H 3.55 0.47 -1.53
O 3.18 1.36 -1.61
H -3.06 -0.11 -0.32
H -2.33 1.86 0.09
O -3.45 0.67 0.15
*
```

---

Entry 2:
DFT (ωB97M-V with the def2-TZVPD basis set) results for a structure of composition C51H62Cl2N7OPRbSbSe.

The calculation puts the calculated total energy at -6366.66189 a.u. For the frontier orbital gap, the calculation gives 5.0 eV. As for the LUMO energy: 3.498 eV.

```
! RIJCOSX wB97M-V def2-TZVPD def2/J DEFGRID3
* xyz -2 1
Rb 0.10 -0.53 -0.52
C 2.82 -1.41 -3.53
C 3.64 -0.78 -2.41
C 4.02 -1.78 -1.31
N 2.84 -2.25 -0.63
C 2.50 -3.50 -0.72
C 3.10 -4.50 -1.56
C 3.16 -5.87 -1.39
C 2.78 -6.66 -0.30
C 2.07 -6.19 0.81
C 1.39 -5.01 0.96
C 1.26 -3.92 0.02
N 0.21 -3.21 -0.20
C -1.09 -3.64 0.28
C -2.04 -3.88 -0.91
C -2.81 -2.64 -1.42
N -2.01 -1.69 -2.16
C -1.83 -1.85 -3.43
C -2.34 -2.98 -4.18
C -2.68 -3.09 -5.50
C -2.64 -2.13 -6.52
C -2.01 -0.89 -6.43
C -1.22 -0.37 -5.43
C -0.92 -0.85 -4.11
N 0.04 -0.42 -3.35
C 1.08 0.43 -3.87
C 2.21 -0.39 -4.50
H 2.01 -1.99 -3.08
H 3.46 -2.11 -4.08
H 3.05 0.01 -1.92
H 4.55 -0.31 -2.81
H 4.65 -1.26 -0.57
H 4.64 -2.58 -1.74
H 3.56 -4.13 -2.47
H 3.64 -6.41 -2.20
H 3.08 -7.70 -0.30
H 1.99 -6.88 1.65
H 0.85 -4.86 1.90
H -1.52 -2.86 0.92
H -1.03 -4.56 0.86
H -2.78 -4.63 -0.62
H -1.44 -4.30 -1.73
H -3.22 -2.12 -0.55
H -3.66 -3.00 -2.02
H -2.50 -3.88 -3.59
H -3.09 -4.05 -5.79
H -3.10 -2.39 -7.47
H -2.10 -0.26 -7.32
H -0.73 0.56 -5.68
H 1.49 0.99 -3.02
H 0.76 1.19 -4.60
H 2.99 0.29 -4.87
H 1.80 -0.93 -5.36
N 0.03 3.31 1.28
C 0.52 4.31 0.46
C -0.13 5.54 0.42
C 0.33 6.57 -0.39
C 1.47 6.39 -1.16
C 2.12 5.16 -1.14
C 1.66 4.10 -0.36
P 2.34 2.39 -0.41
C 3.07 2.31 1.28
C 3.66 3.41 1.89
C 4.16 3.31 3.18
C 4.07 2.11 3.87
C 3.49 1.00 3.27
C 2.99 1.11 1.97
C 3.85 2.58 -1.44
C 5.13 2.34 -0.97
C 6.22 2.40 -1.82
C 6.05 2.69 -3.16
C 4.77 2.90 -3.66
C 3.68 2.84 -2.81
H 0.67 2.60 1.60
H -0.67 3.58 1.95
H -1.01 5.69 1.03
H -0.20 7.51 -0.41
H 1.85 7.19 -1.79
H 3.00 5.02 -1.75
H 3.73 4.36 1.36
H 4.63 4.17 3.65
H 4.43 2.03 4.89
H 3.40 0.06 3.80
H 2.56 0.23 1.50
H 5.28 2.08 0.07
H 7.22 2.21 -1.43
H 6.90 2.74 -3.83
H 4.62 3.11 -4.71
H 2.68 2.98 -3.20
N -2.14 -2.12 4.00
C -2.51 -0.83 3.76
N -1.90 0.10 4.54
O -3.37 -0.53 2.93
H -1.26 -2.28 4.48
H -2.40 -2.79 3.30
H -1.00 -0.15 4.97
H -2.02 1.05 4.23
Cl -1.09 2.03 -1.53
C -2.22 1.98 -2.88
Cl -2.45 3.59 -3.60
H -3.18 1.63 -2.52
H -1.83 1.32 -3.64
C -5.57 1.01 1.15
Sb -3.53 1.70 1.12
C -4.07 3.48 -0.02
C -3.79 2.77 3.00
H -6.22 1.83 1.47
H -5.64 0.18 1.84
H -5.86 0.69 0.15
H -4.86 4.03 0.51
H -4.45 3.20 -1.00
H -3.21 4.14 -0.16
H -4.58 3.51 2.88
H -2.87 3.28 3.31
H -4.06 2.05 3.77
Se 1.16 -1.19 5.35
C 2.06 -0.12 6.63
C 3.07 -0.67 7.43
C 3.75 0.12 8.36
C 3.44 1.46 8.51
C 2.44 2.02 7.71
C 1.77 1.24 6.79
H 3.31 -1.71 7.32
H 4.53 -0.33 8.97
H 3.97 2.07 9.23
H 2.20 3.07 7.81
H 1.00 1.68 6.16
*
```

---

Entry 3:
DFT (ωB97M-V with the def2-TZVPD basis set) results for a structure of composition C2H2HgMgO2 at a distorted geometry.

The calculation puts the calculated total energy at -580.89819 a.u. For the frontier orbital gap (spin up / spin down), the calculation gives 4.9 / 4.0 eV. As for the relative energy (zero: lowest compared OMol25 entry of this formula, charge and spin): 392.5 kJ/mol. As for the LUMO energy (spin up / spin down): -6.238 / -6.873 eV. As for the expectation value of S²: 0.770.

```
! RIJCOSX wB97M-V def2-TZVPD def2/J DEFGRID3
* xyz 1 2
H 2.28 -0.06 0.47
O -1.09 0.97 0.42
C -0.86 -0.15 -0.35
C 0.36 -0.79 -0.17
O 1.49 -0.05 -0.30
Mg -3.70 -0.24 0.32
Hg 1.06 2.16 -0.48
H 0.46 -1.84 0.08
*
```